(1)
C4H4OS | ωB97M-V/def2-TZVPD

Geometry as XYZ:
```
10
Properties=species:S:1:pos:R:3:forces:R:3
C -0.261315 -0.655181 0.412872 1.089 0.425 1.723
C 0.213427 0.702855 0.672753 -0.089 0.265 -3.868
C -0.867260 -0.718726 -0.738920 0.989 -2.898 -0.433
C 0.016248 1.208104 -0.910047 0.360 1.419 3.469
O -0.559551 0.241679 -1.620497 0.212 -2.476 -3.003
S -1.335231 1.592952 0.202799 1.151 4.636 2.139
H -0.402020 -1.325812 1.199473 -0.175 -1.232 0.870
H 1.179632 1.004821 1.132593 -1.386 0.103 0.231
H -1.410827 -1.602535 -0.930712 -0.867 -0.305 -1.356
H 0.848813 1.777978 -1.371405 -1.285 0.062 0.228
```
Forces are in eV/Å.

The net charge is 0. Its multiplicity is 1. As for the SMILES: C1=C[C@@H]2S[C@@H]2O1. Its relative energy (zero: lowest compared OMol25 entry of this formula, charge and spin) is 337.9 kJ/mol.

***

(2)
C4H6N2 | ωB97M-V/def2-TZVPD

Geometry as XYZ:
```
12
Properties=species:S:1:pos:R:3:forces:R:3
N -1.500276 -2.072731 0.115467 -0.493 0.072 -1.699
C -1.288251 -1.083614 -0.453461 -0.550 -1.347 -0.349
C -0.781447 0.289672 -0.536172 -0.266 -0.266 0.397
C -0.175478 0.205191 0.942980 -0.310 -0.132 -0.143
C 1.213708 0.295751 0.212104 0.126 -0.260 0.192
N 0.544456 0.563704 -1.080510 -0.075 -0.248 -0.008
H -1.549959 1.027856 -0.817787 0.225 -0.402 0.271
H -0.395015 1.152561 1.462814 0.003 -0.829 0.442
H -0.584797 -0.877811 1.303750 1.891 3.647 0.590
H 1.786269 -0.636231 0.237177 -0.090 0.026 0.036
H 1.886756 1.123454 0.491911 -0.362 -0.337 0.119
H 0.844035 0.012196 -1.878273 -0.098 0.075 0.153
```
Forces are in eV/Å.

The net charge is 0. Its multiplicity is 1. As for the SMILES: N#C[C@H]1CCN1. Its relative energy (zero: lowest compared OMol25 entry of this formula, charge and spin) is 291.2 kJ/mol.

***

(3)
C6H10N | ωB97M-V/def2-TZVPD

Geometry as XYZ:
```
17
Properties=species:S:1:pos:R:3:forces:R:3
C 3.034756 -1.059173 0.218245 -1.877 0.879 0.662
C 1.906773 -0.633164 0.243860 -1.635 -0.858 -0.796
C -1.076307 -0.530712 -1.495253 1.073 0.838 1.991
C 0.562725 0.022449 0.419246 0.271 -0.017 -1.192
C 0.662016 1.373934 -0.090532 2.927 5.131 -2.225
C -1.953444 -0.429871 0.740808 0.397 -0.571 -0.296
N -0.951939 -0.292759 -0.254514 4.010 -1.928 -0.096
H 3.964960 -1.333713 0.599772 1.194 -0.517 -0.269
H -2.046757 -0.630297 -1.815280 -2.096 -0.537 -1.246
H -0.222446 -0.517372 -2.128286 0.519 -0.047 -0.504
H 0.361351 -0.007793 1.447529 -0.637 -0.238 1.411
H 0.739438 1.384618 -1.229086 -0.022 -0.224 1.350
H 1.590702 2.063094 0.190713 -1.412 -2.201 -0.180
H -0.097025 2.112768 0.119835 -0.971 -0.442 0.365
H -1.951941 0.414885 1.344388 -0.599 1.861 0.830
H -1.675253 -1.205619 1.395470 0.558 -1.257 0.723
H -2.847602 -0.731278 0.293088 -1.700 0.128 -0.526
```
Forces are in eV/Å.

The net charge is +1. Its multiplicity is 1. As for the SMILES: C#C[C@@H](C)[N+](=C)C. Its relative energy (zero: lowest compared OMol25 entry of this formula, charge and spin) is 315.8 kJ/mol.

***

(4)
C15H17N3O4 | ωB97M-V/def2-TZVPD

Geometry as XYZ:
```
39
Properties=species:S:1:pos:R:3:forces:R:3
C -1.555126 -3.473565 1.146515 0.209 0.195 -0.421
C -1.515942 -2.917085 -0.270152 -0.718 -0.373 0.299
H -2.175091 -2.047134 -0.344144 0.203 -0.302 -0.129
H -1.792957 -3.682806 -0.997591 0.051 0.107 0.057
O -0.182131 -2.554064 -0.639883 0.766 0.620 -0.015
C 0.333566 -1.405274 -0.222523 0.167 0.039 -0.125
C -0.118035 -0.256383 0.404891 0.279 -0.333 -0.087
C -1.398348 0.261941 0.781092 -0.555 0.194 0.186
N -2.519800 -0.294014 0.572502 0.197 -0.071 -0.110
C -3.715234 0.386830 0.953654 -0.057 0.292 0.057
C -4.411827 0.967481 -0.268738 0.034 -0.076 0.060
O -3.911060 1.156736 -1.341398 0.034 0.008 -0.025
O -5.683985 1.270082 0.025080 -0.063 -0.110 0.355
C -6.439670 1.864012 -1.023163 -0.015 0.128 -0.323
H -6.480211 1.195868 -1.885589 -0.024 0.073 0.060
H -5.984396 2.807348 -1.331039 -0.064 -0.066 0.008
H -7.435201 2.032682 -0.621233 0.050 -0.011 -0.011
H -3.537173 1.229858 1.644327 -0.097 -0.118 -0.032
H -4.397984 -0.322399 1.429550 -0.012 0.193 0.035
H -1.313790 1.238066 1.277053 -0.090 -0.010 -0.008
C 1.048385 0.586956 0.641832 0.025 -0.433 0.000
O 1.117996 1.671382 1.181921 -0.025 0.337 0.062
N 2.136060 -0.112739 0.113586 -0.286 -0.101 0.216
C 3.450994 0.314615 -0.077185 0.364 0.050 -0.192
C 3.981872 1.307416 0.744323 -0.144 0.057 0.110
C 5.288583 1.718520 0.565461 0.008 -0.082 -0.079
C 6.082279 1.144941 -0.414553 0.108 0.018 -0.068
C 5.552963 0.161903 -1.232345 0.090 0.022 0.042
C 4.243615 -0.253549 -1.072960 -0.186 -0.044 0.052
H 3.837864 -0.999125 -1.740401 -0.043 -0.043 -0.062
H 6.159011 -0.283531 -2.007371 0.038 -0.036 -0.058
H 7.104335 1.466179 -0.545096 0.087 0.028 -0.014
H 5.691351 2.491278 1.202614 0.015 0.063 0.065
H 3.359066 1.757123 1.498658 -0.035 0.006 0.052
N 1.665511 -1.275951 -0.469608 -0.134 -0.220 -0.434
H 2.285140 -2.061622 -0.598250 -0.055 0.048 0.266
H -2.557963 -3.826334 1.365958 -0.143 -0.037 0.052
H -0.856982 -4.300657 1.257313 0.028 -0.087 0.035
H -1.298515 -2.693130 1.858505 -0.007 0.073 0.125
```
Forces are in eV/Å.

The net charge is 0. Its multiplicity is 1. As for the SMILES: CCOc1[nH]n(-c2ccccc2)c(=O)c1/C=N/CC(=O)OC. Its relative energy (zero: lowest compared OMol25 entry of this formula, charge and spin) is 308.4 kJ/mol.

***

(5)
C27H23F6O7SSbTeV | ωB97M-V/def2-TZVPD

Geometry as XYZ:
```
67
Properties=species:S:1:pos:R:3:forces:R:3
V 2.976049 2.549636 1.729466 0.411 -0.048 -0.174
O 4.321709 5.773862 0.576984 0.011 0.014 -0.027
C 4.522341 4.721425 1.038293 0.032 -0.105 0.071
O 3.539404 4.132602 1.946985 -0.105 0.001 0.066
C 5.684991 3.761601 0.870982 -0.029 0.010 0.033
C 5.881228 2.927989 2.148545 0.065 0.037 -0.084
C 7.190316 2.160328 2.132250 -0.017 -0.011 -0.004
C 6.918756 1.053375 1.084853 -0.039 -0.002 -0.010
C 5.502219 1.358998 0.637889 0.012 -0.076 -0.014
O 4.881321 1.856003 1.898065 -0.372 0.040 0.011
C 5.422489 2.634556 -0.207424 0.068 0.080 0.032
C 4.068329 2.694909 -0.880437 -0.186 0.090 -0.269
O 3.866903 2.911891 -2.025591 0.056 -0.055 0.083
O 2.999777 2.451850 -0.024911 0.044 -0.116 0.207
H 6.552565 4.361941 0.606504 0.008 0.000 0.009
H 5.631076 3.427949 3.078497 0.010 -0.008 0.010
H 8.021451 2.810679 1.865970 -0.009 0.011 0.005
H 7.391126 1.741905 3.115174 0.008 -0.003 0.000
H 7.607148 1.081644 0.242522 -0.009 -0.013 -0.004
H 6.961168 0.060839 1.526550 0.039 0.012 0.015
H 4.913387 0.523545 0.267385 0.008 -0.005 0.007
H 6.167810 2.669922 -0.997861 0.016 -0.007 0.021
Te -4.236271 -0.643503 -1.288999 0.072 0.036 -0.029
C -6.085131 -1.030882 -2.181365 0.082 -0.051 0.072
C -6.864134 -2.094308 -1.743208 -0.022 0.019 -0.035
C -8.083003 -2.315607 -2.365765 0.001 -0.009 0.001
C -8.498693 -1.485368 -3.398145 -0.002 0.013 -0.018
C -7.706213 -0.426254 -3.821143 0.006 0.011 -0.011
C -6.484710 -0.186057 -3.211141 -0.040 -0.034 -0.009
C -4.466133 -1.786680 0.452682 0.001 -0.110 0.018
C -4.127271 -3.133054 0.481193 -0.027 0.013 0.013
C -4.334041 -3.849253 1.651870 -0.004 0.016 0.007
C -4.873222 -3.221824 2.767048 0.008 -0.009 -0.007
C -5.206362 -1.874826 2.724730 -0.006 -0.006 0.018
C -5.000762 -1.143981 1.564102 0.003 0.050 -0.044
H -6.538159 -2.735014 -0.934426 -0.011 0.002 0.000
H -8.708043 -3.137018 -2.043321 0.001 0.001 0.004
H -9.451554 -1.662977 -3.877986 -0.003 -0.004 0.004
H -8.040282 0.216242 -4.624039 0.002 0.004 0.000
H -5.868139 0.641705 -3.539380 0.003 0.006 0.009
H -3.716080 -3.623705 -0.391512 0.007 -0.007 -0.014
H -4.079304 -4.899732 1.688023 0.002 -0.002 0.000
H -5.035414 -3.787441 3.674622 -0.004 0.006 0.002
H -5.627682 -1.390796 3.595130 -0.001 0.006 -0.003
H -5.265276 -0.093067 1.537756 0.008 0.005 0.000
O 3.674432 -1.788721 -2.266386 0.050 0.050 0.004
C 2.825060 -1.176217 -1.437167 0.074 0.124 -0.081
O 3.248721 -0.541753 -0.503226 -0.102 -0.032 -0.010
C 1.366586 -1.323729 -1.737474 -0.001 -0.127 0.166
C 0.885071 -1.288901 -3.039050 0.003 -0.032 -0.074
C -0.467040 -1.473054 -3.285823 0.028 0.043 0.000
C -1.323753 -1.739132 -2.225357 -0.018 0.023 0.067
S -3.004314 -2.170019 -2.634835 -0.081 0.014 0.031
C -0.845923 -1.772534 -0.915340 -0.015 -0.048 -0.019
C 0.494954 -1.535479 -0.671695 0.024 0.055 -0.072
H 3.216263 -2.345440 -2.909645 -0.017 0.006 0.005
H 1.550675 -1.094670 -3.871668 0.005 0.011 0.007
H -0.847380 -1.421105 -4.297195 -0.008 -0.012 0.009
H -1.504461 -2.019809 -0.091006 -0.019 0.035 -0.018
H 0.884392 -1.551766 0.337749 -0.012 -0.008 -0.009
F 2.209577 0.589121 2.012086 0.021 0.039 0.068
Sb 0.862195 1.213277 3.311455 -0.045 0.022 -0.075
F 2.511362 2.193730 3.759763 0.071 0.047 0.039
F 1.211045 -0.156406 4.486221 -0.014 0.003 -0.030
F -0.494162 0.425898 2.330312 0.034 -0.048 0.064
F -0.159498 2.306144 4.374923 -0.055 -0.035 0.053
F 0.980509 2.666504 1.925945 -0.019 0.066 -0.087
```
Forces are in eV/Å.

The net charge is +2. Its multiplicity is 2. Its relative energy (zero: lowest compared OMol25 entry of this formula, charge and spin) is 0.0 kJ/mol.

***

(6)
C2H6BLaO4PS | ωB97M-V/def2-TZVPD

Geometry as XYZ:
```
16
Properties=species:S:1:pos:R:3:forces:R:3
C 1.076940 -1.510106 -0.294294 -0.681 1.214 0.184
B 1.868287 -0.186868 -0.159152 0.021 -1.088 -0.258
O 3.118000 -0.002463 -0.430430 0.683 0.274 0.726
O 1.046251 1.012371 0.372268 -1.048 -0.372 1.846
C 0.164191 1.367454 -0.458467 3.590 -0.075 -0.825
O 0.236440 1.542672 -1.584994 -1.560 0.582 -2.365
O -1.195498 1.642467 0.235358 0.216 -1.430 -0.639
P -2.283160 0.157383 0.264555 -1.191 -6.049 -6.770
S -3.250749 0.046058 -1.284077 -0.723 0.083 -1.046
H 0.455347 -1.611839 0.586281 -0.207 -0.338 0.519
H 1.707366 -2.367241 -0.380649 0.373 -0.544 -0.223
H 0.402008 -1.435883 -1.138000 -0.191 -0.286 -0.573
H 3.685433 0.127655 0.343673 0.746 0.416 -0.381
H -3.279669 0.338370 1.333306 0.093 -1.332 -0.256
H -1.570570 -1.026009 0.630664 0.506 0.692 0.777
La -2.180615 1.905979 1.963959 -0.628 8.253 9.285
```
Forces are in eV/Å.

The net charge is +3. Its multiplicity is 1. As for the total energy: -1175.428711 Ha.

***

(7)
C3H9N3O | ωB97M-V/def2-TZVPD

Geometry as XYZ:
```
16
Properties=species:S:1:pos:R:3:forces:R:3
O 0.578143 1.601643 2.545401 0.529 0.042 0.103
C 0.298698 0.763671 1.727487 -0.323 0.380 -0.260
N 0.113930 -0.604637 2.087185 0.196 0.499 -0.091
C -0.042348 1.100329 0.276845 1.110 -1.495 1.132
N 0.863181 0.546340 -0.721838 -0.376 -0.200 -0.744
C 0.170684 -0.149300 -1.802467 -0.060 0.103 0.418
N -0.848718 -1.105654 -1.355679 0.545 0.039 0.209
H 0.473268 -0.668131 3.021362 0.222 -0.212 0.576
H -0.876991 -0.811450 2.164596 -0.017 -0.192 -0.513
H -0.926018 0.463598 0.262844 -0.998 0.850 -0.842
H -0.093915 2.174694 0.184506 -0.622 0.146 -0.060
H 1.603568 -0.038532 -0.398846 0.291 -0.172 0.747
H -0.336471 0.604573 -2.373864 -0.298 0.335 -0.554
H 0.926716 -0.631042 -2.422337 0.134 0.164 -0.098
H -0.374318 -1.967623 -1.113742 -0.354 -0.167 0.008
H -1.529410 -1.278478 -2.081453 0.020 -0.121 -0.032
```
Forces are in eV/Å.

The net charge is 0. Its multiplicity is 1. As for the SMILES: NCNCC(N)=O. Its relative energy (zero: lowest compared OMol25 entry of this formula, charge and spin) is 121.2 kJ/mol.

***

(8)
C24H28FeN2O3S5 | ωB97M-V/def2-TZVPD

Geometry as XYZ:
```
63
Properties=species:S:1:pos:R:3:forces:R:3
Fe 0.909834 0.919171 0.138632 -0.087 -0.303 0.298
C 5.249822 -0.699622 2.720906 0.011 -0.002 -0.001
C 4.058433 -0.791152 1.764604 -0.001 -0.003 -0.010
C 4.370585 -1.686447 0.571229 -0.021 0.007 0.008
C 3.594815 0.592132 1.366732 0.014 -0.025 0.014
C 2.827022 1.338637 2.265589 -0.093 -0.040 -0.008
C 2.299401 2.571371 1.916729 0.012 0.031 0.025
C 2.541048 3.128349 0.653104 0.053 0.086 0.030
C 1.963559 4.461209 0.264606 0.005 -0.018 -0.018
C 3.325070 2.394111 -0.231278 -0.041 0.026 -0.033
C 3.839853 1.145406 0.116339 -0.023 0.003 -0.019
H 5.551216 -1.695408 3.051691 -0.002 0.002 0.006
H 5.009313 -0.104735 3.603819 0.004 0.000 0.001
H 6.105143 -0.233646 2.225072 0.001 -0.004 -0.003
H 3.213870 -1.241126 2.295759 0.007 0.008 0.004
H 5.268275 -1.355269 0.042299 -0.001 0.005 -0.003
H 3.534948 -1.704339 -0.130376 -0.002 -0.015 0.001
H 4.550452 -2.707099 0.912636 0.002 0.001 -0.001
H 2.573280 0.905347 3.225809 0.005 0.004 0.003
H 1.661813 3.097260 2.617147 0.018 0.020 0.005
H 0.922668 4.351543 -0.044699 -0.001 -0.001 -0.001
H 2.521241 4.897079 -0.563555 -0.002 -0.002 0.000
H 1.989543 5.154968 1.105445 -0.003 -0.002 0.002
H 3.492270 2.780432 -1.228743 0.025 -0.021 -0.005
H 4.386512 0.585480 -0.629194 -0.006 -0.006 -0.005
C -1.160556 -3.647029 0.512626 0.003 -0.024 -0.003
C -0.184970 -3.276901 1.639881 -0.036 -0.017 -0.001
C -0.915284 -3.292150 2.988016 0.016 0.016 0.015
C 0.980923 -4.273623 1.668240 0.014 0.007 -0.008
C 0.336198 -1.931689 1.363714 0.028 -0.058 -0.034
C 0.753770 -0.838049 1.036255 -0.086 0.201 -0.018
H -1.532072 -4.664585 0.664496 -0.002 0.001 0.019
H -0.675326 -3.577740 -0.460178 -0.011 0.016 0.011
H -2.009277 -2.962072 0.501600 0.006 -0.001 -0.008
H -1.308592 -4.292089 3.188197 -0.004 0.001 -0.004
H -1.747612 -2.587582 2.978715 0.000 -0.001 -0.001
H -0.239963 -3.013948 3.799555 0.000 -0.006 0.002
H 0.605957 -5.280451 1.869160 -0.002 0.000 -0.003
H 1.699258 -4.008995 2.447331 -0.001 -0.003 0.003
H 1.499326 -4.279213 0.708871 -0.002 0.001 -0.001
S -5.753130 -0.483947 0.272195 -0.059 -0.046 -0.013
C -4.395567 0.452933 0.075368 0.140 -0.027 -0.017
S -3.203932 0.535428 1.334425 0.089 0.022 -0.129
C -2.236128 1.614005 0.364216 -0.126 -0.247 0.230
N -2.746859 1.868939 -0.779386 -0.101 0.224 0.055
N -3.954802 1.228830 -0.952431 -0.019 0.011 0.030
C -4.603308 1.514213 -2.199656 0.018 -0.039 -0.058
C -3.839851 2.098570 -3.207478 0.027 -0.031 -0.103
C -4.426415 2.402201 -4.423986 0.032 -0.004 0.061
C -5.769717 2.138684 -4.650494 -0.030 -0.014 0.016
C -6.521166 1.560395 -3.641456 0.005 0.010 -0.030
C -5.949042 1.242407 -2.417024 -0.022 0.078 0.045
S -0.783636 2.306461 1.032806 0.170 0.072 -0.184
H -2.789186 2.271854 -3.046556 0.001 -0.020 -0.002
H -3.813284 2.833086 -5.205030 -0.005 0.008 0.000
H -6.222495 2.375073 -5.605208 0.000 -0.005 -0.005
H -7.570294 1.343303 -3.799030 -0.004 0.002 0.003
H -6.544823 0.789997 -1.644067 -0.001 -0.001 -0.002
O -1.485155 0.265426 -3.023705 -0.074 -0.022 -0.016
S -0.337454 -0.607234 -3.005794 0.138 -0.043 0.196
O 0.326503 -0.804832 -4.270105 -0.018 -0.018 -0.029
O -0.439330 -1.764546 -2.151321 -0.039 -0.007 -0.040
S 1.197303 0.641218 -1.993065 0.083 0.210 -0.269
```
Forces are in eV/Å.

The net charge is -1. Its multiplicity is 6. Its relative energy (zero: lowest compared OMol25 entry of this formula, charge and spin) is 0.0 kJ/mol.